# 1
{
  "formula": "C16H35NO6",
  "method": "ωB97M-V/def2-TZVPD",
  "symbols": ["N", "C", "C", "C", "C", "C", "C", "C", "C", "O", "O", "H", "H", "H", "H", "H", "H", "H", "H", "H", "H", "H", "H", "H", "H", "H", "C", "O", "C", "C", "O", "C", "H", "H", "H", "H", "H", "H", "H", "H", "H", "H", "C", "O", "C", "C", "O", "C", "H", "H", "H", "H", "H", "H", "H", "H", "H", "H"],
  "xyz": [[3.776, -0.169, 3.005], [4.156, 1.312, 3.167], [3.109, 1.951, 4.284], [1.887, 2.682, 3.471], [0.510, 2.572, 4.414], [-0.565, 1.700, 3.535], [-1.835, 0.966, 4.266], [-3.129, 1.231, 3.255], [-2.252, 1.514, 1.891], [-2.358, 1.033, 0.647], [-1.205, 2.455, 2.413], [3.752, -0.637, 3.943], [4.535, -0.644, 2.469], [5.276, 1.427, 3.536], [4.019, 1.867, 2.121], [3.681, 2.810, 4.882], [2.710, 1.098, 4.978], [2.113, 3.795, 3.191], [1.677, 2.100, 2.450], [0.087, 3.684, 4.501], [0.786, 2.120, 5.458], [-0.015, 0.796, 2.999], [-1.603, -0.180, 4.101], [-1.995, 1.062, 5.421], [-3.864, 0.332, 3.073], [-3.611, 2.230, 3.690], [0.425, 1.248, -0.353], [1.822, 1.003, -0.240], [2.112, -0.382, -0.018], [2.615, -1.054, -1.298], [1.574, -1.152, -2.275], [1.707, -0.176, -3.301], [0.285, 2.275, -0.701], [-0.049, 0.572, -1.069], [-0.050, 1.144, 0.628], [1.237, -0.906, 0.385], [2.905, -0.422, 0.736], [2.922, -2.078, -1.059], [3.486, -0.528, -1.704], [2.556, -0.428, -3.945], [1.838, 0.828, -2.891], [0.795, -0.187, -3.906], [-2.414, -2.436, -2.439], [-3.584, -2.836, -3.144], [-4.084, -1.798, -3.996], [-3.728, -2.065, -5.460], [-2.320, -1.939, -5.683], [-1.678, -3.204, -5.791], [-1.986, -3.320, -1.959], [-1.664, -2.007, -3.109], [-2.679, -1.711, -1.664], [-3.717, -0.816, -3.673], [-5.174, -1.801, -3.892], [-4.216, -1.307, -6.083], [-4.090, -3.048, -5.781], [-1.949, -3.677, -6.740], [-1.940, -3.863, -4.960], [-0.596, -3.042, -5.778]],
  "forces_ev_per_a": [[1.163, 0.697, 0.443], [-0.102, 0.101, 0.690], [0.800, 1.142, -1.497], [-0.702, -0.959, 0.354], [-0.178, 1.242, -2.052], [-0.339, -1.479, 0.321], [-0.068, -2.396, -0.758], [1.342, 0.412, 0.075], [-0.508, -0.880, -3.375], [0.681, 3.556, 8.458], [-0.683, -2.511, -0.874], [0.185, 0.773, -1.156], [-0.845, 0.478, 0.601], [-2.222, -0.080, -0.763], [0.313, -1.280, 2.322], [-1.277, -2.134, -0.969], [0.812, 1.706, -1.247], [-0.258, -2.175, 0.689], [0.556, 1.249, 2.225], [0.690, -2.544, 0.189], [-0.930, 0.742, -2.084], [-0.626, 2.004, 1.220], [-0.444, 2.131, 0.645], [0.157, 0.444, -2.374], [1.508, 1.955, 0.676], [0.679, -2.215, -1.625], [0.153, 0.130, 0.144], [-0.061, -0.435, -0.082], [0.590, 0.415, -0.399], [-0.694, -0.189, 0.264], [0.323, 0.371, -0.027], [-0.191, -0.200, 0.017], [0.085, -0.106, 0.117], [-0.009, -0.033, 0.076], [0.080, -0.013, -0.303], [0.040, 0.024, -0.128], [-0.150, -0.054, -0.029], [0.021, 0.025, 0.029], [-0.119, 0.066, 0.057], [0.043, 0.109, -0.045], [0.041, -0.022, 0.025], [0.090, -0.104, 0.122], [-0.063, -0.155, 0.087], [0.150, 0.434, -0.252], [-0.044, -0.680, -0.131], [0.290, 0.558, 0.281], [-0.230, -0.445, 0.126], [0.104, 0.234, -0.032], [-0.147, 0.074, -0.093], [-0.027, 0.024, 0.029], [0.124, 0.076, 0.002], [0.057, -0.114, -0.100], [0.011, 0.033, -0.043], [-0.026, -0.028, 0.034], [0.060, 0.041, 0.137], [0.006, -0.119, 0.026], [-0.043, 0.008, -0.021], [-0.172, 0.093, -0.019]],
  "smiles": "NCCCC[C@H]1CCC(=O)O1.COCCOC.COCCOC",
  "homo_energy_ev": -8.78,
  "total_charge": 0,
  "multiplicity": 1,
  "homo_lumo_gap_ev": 9.2,
  "max_force_ev_per_a": 9.20
}

# 2
{
  "formula": "C16H36As2CsF12P",
  "method": "ωB97M-V/def2-TZVPD",
  "symbols": ["Cs", "C", "C", "C", "C", "P", "C", "C", "C", "C", "C", "C", "C", "C", "C", "C", "C", "C", "H", "H", "H", "H", "H", "H", "H", "H", "H", "H", "H", "H", "H", "H", "H", "H", "H", "H", "H", "H", "H", "H", "H", "H", "H", "H", "H", "H", "H", "H", "H", "H", "H", "H", "H", "H", "As", "F", "F", "F", "F", "F", "F", "As", "F", "F", "F", "F", "F", "F"],
  "xyz": [[-8.476, -5.384, -3.172], [-12.781, -9.212, 4.065], [-11.757, -8.791, 3.049], [-10.324, -8.890, 3.595], [-9.335, -8.561, 2.479], [-7.664, -8.239, 3.102], [-6.403, -8.578, 1.806], [-6.925, -8.137, 0.410], [-5.924, -8.459, -0.705], [-6.567, -8.083, -2.009], [-7.534, -6.450, 3.418], [-8.215, -5.899, 4.684], [-9.156, -4.741, 4.390], [-10.433, -5.052, 3.584], [-7.331, -9.044, 4.687], [-5.953, -8.731, 5.311], [-4.775, -9.535, 4.746], [-3.667, -9.843, 5.765], [-12.817, -8.597, 4.968], [-12.578, -10.209, 4.472], [-13.792, -9.255, 3.658], [-11.945, -7.752, 2.766], [-11.840, -9.374, 2.128], [-10.075, -9.768, 4.190], [-10.274, -8.084, 4.339], [-9.612, -7.704, 1.862], [-9.239, -9.438, 1.830], [-6.138, -9.636, 1.793], [-5.509, -7.986, 1.998], [-7.053, -7.055, 0.471], [-7.912, -8.566, 0.252], [-5.702, -9.534, -0.702], [-4.920, -8.060, -0.548], [-7.622, -8.363, -1.990], [-6.216, -8.678, -2.855], [-6.422, -7.023, -2.196], [-8.090, -5.987, 2.599], [-6.460, -6.270, 3.468], [-7.542, -5.616, 5.495], [-8.852, -6.678, 5.122], [-8.572, -3.911, 3.968], [-9.487, -4.194, 5.280], [-10.228, -5.420, 2.575], [-11.019, -4.148, 3.448], [-10.961, -5.834, 4.135], [-7.508, -10.117, 4.581], [-8.035, -8.707, 5.449], [-6.106, -9.065, 6.341], [-5.675, -7.678, 5.327], [-4.346, -8.954, 3.923], [-5.129, -10.457, 4.278], [-4.052, -10.528, 6.517], [-3.289, -8.909, 6.184], [-2.793, -10.285, 5.286], [-10.167, -5.075, 0.513], [-10.090, -4.036, 1.890], [-9.096, -6.229, 1.413], [-10.115, -6.185, -0.855], [-11.192, -4.019, -0.392], [-8.753, -4.254, -0.193], [-11.518, -5.925, 1.223], [-10.454, -2.997, -5.436], [-10.742, -3.781, -3.885], [-12.074, -2.388, -5.568], [-10.006, -2.080, -6.889], [-8.785, -3.628, -5.430], [-10.945, -4.395, -6.336], [-9.974, -1.601, -4.521]],
  "forces_ev_per_a": [[-0.290, 0.383, -0.118], [-0.550, -0.785, 0.790], [0.357, -0.176, 0.048], [-0.428, 1.667, 0.326], [0.549, -1.665, 0.331], [0.047, 1.378, 0.172], [-0.539, 0.035, -0.324], [0.908, 0.293, 1.116], [-0.313, -1.281, 0.549], [0.109, -0.460, -0.808], [0.147, -0.089, 0.827], [-1.204, -0.625, 0.738], [-0.207, 1.564, -0.220], [0.405, -2.299, 2.371], [0.354, 0.071, -0.021], [0.186, -1.271, 0.309], [0.329, 0.191, -0.575], [-0.244, 0.354, -0.612], [0.120, 0.384, -0.277], [0.068, -0.103, -0.291], [0.043, 0.146, -0.067], [0.178, -0.038, -0.086], [-0.099, -0.125, 0.047], [-0.190, -0.467, -0.504], [0.087, 0.001, 0.016], [-0.208, -0.835, 0.536], [-0.093, -0.015, -0.124], [-0.002, -0.047, 0.114], [0.040, -0.148, 0.409], [-0.193, 0.049, -0.216], [0.110, -0.099, -0.437], [-0.370, -0.075, 0.035], [-0.268, 0.639, 0.037], [-0.188, 0.439, 0.193], [0.508, 0.340, -0.015], [-0.113, -0.046, -0.179], [1.505, 0.019, 0.418], [0.015, 0.391, -0.420], [0.388, -0.069, -0.254], [0.089, -0.033, 0.115], [0.011, -0.303, -0.714], [0.062, -0.744, 0.552], [-0.582, -1.327, 4.108], [-0.449, -0.538, 0.930], [-0.435, 0.048, 0.408], [0.272, -0.065, 0.045], [-0.491, 0.188, -0.522], [0.281, 0.308, 0.148], [-0.407, 0.120, 0.035], [0.103, -0.086, -0.031], [-0.055, -0.099, 0.171], [0.191, 0.152, 0.270], [-0.223, -0.075, 0.412], [-0.155, -0.251, -0.093], [-0.322, 1.083, -2.009], [1.438, 3.815, -5.461], [-0.563, 1.511, -2.947], [0.050, -0.070, 0.577], [0.293, -0.480, 0.574], [-0.408, -0.840, 0.527], [0.303, 0.108, -0.914], [-0.056, 2.062, -1.536], [-0.060, -0.361, -0.405], [0.335, -0.342, 0.408], [-0.315, -0.968, 0.668], [-0.341, -0.105, 0.377], [0.311, -0.024, 0.360], [0.164, -0.314, 0.112]],
  "homo_energy_ev": -10.45,
  "total_charge": 0,
  "multiplicity": 1,
  "homo_lumo_gap_ev": 10.0,
  "max_force_ev_per_a": 6.81
}

# 3
{
  "formula": "C16H36AsN2ORuS3Si2",
  "method": "ωB97M-V/def2-TZVPD",
  "symbols": ["Ru", "N", "C", "C", "N", "H", "H", "H", "H", "H", "H", "H", "H", "S", "C", "C", "C", "C", "C", "C", "S", "H", "H", "H", "H", "C", "S", "C", "O", "H", "H", "H", "H", "H", "H", "C", "Si", "C", "C", "As", "Si", "C", "C", "C", "H", "H", "H", "H", "H", "H", "H", "H", "H", "H", "H", "H", "H", "H", "H", "H", "H", "H"],
  "xyz": [[-0.228, 0.128, -0.227], [0.070, 2.370, 1.281], [-0.037, 1.758, 2.605], [-1.341, 0.977, 2.658], [-1.346, -0.099, 1.643], [0.965, 2.817, 1.120], [-0.646, 3.082, 1.174], [-0.018, 2.480, 3.427], [0.806, 1.078, 2.733], [-2.178, 1.644, 2.435], [-1.512, 0.567, 3.656], [-2.294, -0.422, 1.470], [-0.834, -0.898, 2.010], [-0.930, -2.040, -0.949], [-0.366, -2.105, -2.599], [-0.739, -3.166, -3.435], [-0.285, -3.230, -4.733], [0.560, -2.236, -5.238], [0.937, -1.186, -4.433], [0.477, -1.114, -3.110], [0.988, 0.224, -2.117], [-1.394, -3.932, -3.042], [-0.583, -4.054, -5.366], [0.915, -2.292, -6.258], [1.587, -0.406, -4.808], [3.374, -1.876, 2.224], [1.955, -1.981, 1.142], [2.808, -2.283, -0.395], [1.466, -0.529, 1.105], [4.057, -1.115, 1.851], [3.858, -2.850, 2.266], [3.011, -1.609, 3.214], [3.382, -3.201, -0.276], [3.460, -1.439, -0.614], [2.064, -2.409, -1.176], [-4.300, 3.019, 0.313], [-4.071, 1.606, -0.901], [-5.062, 1.878, -2.460], [-4.479, -0.044, -0.102], [-1.779, 1.531, -1.479], [-0.993, 3.521, -2.507], [-2.132, 4.938, -2.059], [-1.014, 3.174, -4.342], [0.742, 3.847, -1.868], [-5.375, 3.175, 0.445], [-3.878, 3.957, -0.042], [-3.886, 2.801, 1.297], [-6.128, 1.912, -2.224], [-4.904, 1.068, -3.173], [-4.804, 2.815, -2.955], [-5.456, -0.388, -0.445], [-4.538, 0.044, 0.985], [-3.758, -0.824, -0.359], [-3.183, 4.721, -2.252], [-1.867, 5.805, -2.669], [-2.026, 5.233, -1.015], [-2.016, 2.946, -4.707], [-0.368, 2.330, -4.586], [-0.649, 4.049, -4.885], [0.763, 4.773, -1.291], [1.431, 3.957, -2.706], [1.122, 3.040, -1.241]],
  "forces_ev_per_a": [[0.296, -0.743, 0.027], [0.114, -0.043, -0.076], [-0.066, -0.029, 0.064], [-0.016, 0.106, -0.001], [0.015, -0.149, 0.074], [0.018, -0.049, 0.131], [0.038, 0.001, -0.130], [-0.034, -0.011, -0.028], [-0.022, 0.019, 0.012], [0.034, 0.011, -0.011], [0.041, 0.028, -0.024], [0.018, -0.002, 0.003], [-0.089, -0.010, 0.029], [0.006, 0.198, 0.167], [0.040, -0.059, -0.123], [-0.051, -0.014, 0.127], [0.071, 0.042, -0.105], [-0.069, -0.085, 0.034], [-0.007, 0.040, 0.061], [0.043, -0.076, -0.068], [0.024, 0.269, 0.022], [0.001, -0.015, -0.009], [-0.012, -0.014, -0.004], [0.008, 0.001, -0.021], [0.010, 0.009, 0.000], [0.012, -0.060, -0.038], [-0.006, 0.163, 0.027], [0.058, 0.009, 0.029], [0.164, -0.107, 0.159], [-0.004, 0.020, -0.024], [0.001, -0.015, -0.015], [-0.029, 0.011, 0.000], [0.000, -0.033, -0.009], [0.007, 0.022, 0.006], [-0.049, 0.004, -0.009], [-0.172, -0.101, -0.075], [0.027, 0.015, -0.109], [0.002, -0.002, 0.050], [-0.015, 0.052, -0.017], [-0.453, 0.608, -0.091], [-0.119, -0.066, -0.020], [0.073, 0.015, -0.103], [0.023, 0.040, 0.041], [-0.022, -0.015, -0.032], [-0.019, 0.020, 0.046], [0.031, 0.015, -0.043], [0.060, -0.032, 0.014], [-0.030, -0.001, 0.020], [0.023, -0.031, 0.004], [0.037, 0.036, 0.008], [-0.042, -0.011, 0.012], [0.017, 0.007, 0.045], [0.022, 0.010, -0.050], [-0.030, -0.049, -0.025], [0.022, 0.041, -0.004], [0.001, -0.022, 0.050], [-0.038, 0.005, 0.031], [0.027, -0.021, 0.023], [0.015, 0.019, -0.023], [0.009, 0.030, 0.022], [0.027, 0.024, -0.012], [-0.045, -0.023, -0.039]],
  "homo_energy_ev": [-9.04, -10.54],
  "total_charge": 1,
  "multiplicity": 5,
  "homo_lumo_gap_ev": [6.8, 6.2],
  "max_force_ev_per_a": 0.80
}